{"formula": "C38H58Br2O27", "method": "the ωB97M-V functional and the def2-TZVPD basis", "max_force_ha_per_bohr": 0.0458, "e_tot_ev": -235717.1687, "homo_ev": -9.68, "smiles": "C[C@H]1COC(=O)O1.C[C@H]1COC(=O)O1.C[C@H]1COC(=O)O1.C[C@H]1COC(=O)O1.C[C@H]1COC(=O)O1.C[C@H]1COC(=O)O1.C[C@H]1COC(=O)O1.C[C@H]1COC(=O)O1.C[C@H]1COC(=O)O1.BrCCBr", "spin_multiplicity": 1, "elements": ["C", "C", "C", "O", "C", "O", "O", "H", "H", "H", "H", "H", "H", "C", "C", "C", "O", "C", "O", "O", "H", "H", "H", "H", "H", "H", "C", "C", "C", "O", "C", "O", "O", "H", "H", "H", "H", "H", "H", "C", "C", "C", "O", "C", "O", "O", "H", "H", "H", "H", "H", "H", "C", "C", "C", "O", "C", "O", "O", "H", "H", "H", "H", "H", "H", "C", "C", "C", "O", "C", "O", "O", "H", "H", "H", "H", "H", "H", "C", "C", "C", "O", "C", "O", "O", "H", "H", "H", "H", "H", "H", "C", "C", "C", "O", "C", "O", "O", "H", "H", "H", "H", "H", "H", "C", "C", "C", "O", "C", "O", "O", "H", "H", "H", "H", "H", "H", "Br", "C", "C", "Br", "H", "H", "H", "H"], "xyz": [[-0.3225, -4.0480, 2.8057], [-0.3644, -3.1554, 4.0459], [0.9747, -2.9064, 4.7272], [0.8627, -1.5449, 5.1252], [-0.0516, -0.9399, 4.3176], [-0.1924, 0.2354, 4.2663], [-0.7876, -1.8497, 3.6774], [0.1029, -5.0355, 2.9846], [0.2398, -3.5621, 2.0013], [-1.3103, -4.1750, 2.3601], [-1.0674, -3.6325, 4.7320], [1.7923, -3.0292, 4.0137], [1.0488, -3.6133, 5.5502], [-3.5982, -3.9875, -3.2359], [-2.5735, -4.6448, -2.3173], [-2.6664, -4.1863, -0.8487], [-2.6377, -5.3885, -0.0947], [-2.7194, -6.4463, -0.9193], [-2.8026, -7.5793, -0.5490], [-2.7728, -6.0424, -2.1918], [-3.7099, -2.9556, -2.9047], [-4.5472, -4.4957, -3.0448], [-3.3748, -4.1002, -4.2925], [-1.5724, -4.3905, -2.6764], [-3.6202, -3.6679, -0.7269], [-1.8762, -3.4664, -0.6538], [-0.1329, 6.3872, -2.3174], [-0.5958, 5.0208, -2.8092], [-1.0148, 4.0027, -1.7558], [-2.4109, 3.8554, -1.9981], [-2.7244, 4.3599, -3.1973], [-3.7847, 4.1625, -3.7077], [-1.7333, 5.1264, -3.6802], [0.7473, 6.2917, -1.6764], [-0.8545, 6.8948, -1.6706], [0.0827, 7.0906, -3.1204], [0.1978, 4.6163, -3.4410], [-0.7841, 4.2848, -0.7326], [-0.5711, 3.0239, -1.9627], [-0.6400, -2.0019, -4.9059], [-0.6953, -0.7130, -4.1074], [-0.9240, 0.5371, -4.9665], [-1.8445, 1.2878, -4.1966], [-2.4314, 0.5309, -3.2722], [-3.1536, 0.9178, -2.4195], [-1.8801, -0.7238, -3.3347], [-1.6250, -2.1486, -5.3531], [-0.3656, -2.9163, -4.3789], [0.0896, -1.9755, -5.7205], [0.2020, -0.6272, -3.4862], [-1.3073, 0.3194, -5.9630], [0.0395, 1.0373, -5.0619], [0.5202, -8.1931, -0.1785], [1.1419, -6.9882, 0.5212], [2.5996, -6.7380, 0.0373], [2.6442, -5.3205, -0.0860], [1.3930, -4.8884, -0.3041], [1.1032, -3.7794, -0.6552], [0.5030, -5.8326, -0.0358], [0.6022, -8.0170, -1.2472], [-0.5029, -8.2233, 0.1952], [1.0011, -9.1298, 0.1026], [1.1135, -6.9748, 1.6103], [2.7940, -7.1592, -0.9529], [3.3565, -7.1194, 0.7196], [-5.1675, 2.8524, 0.0729], [-4.7695, 2.7943, 1.5229], [-3.2453, 2.7042, 1.6780], [-2.9112, 3.8262, 2.4912], [-4.0318, 4.4285, 2.9326], [-4.0512, 5.2345, 3.8074], [-5.0900, 3.9721, 2.2353], [-4.6200, 3.6132, -0.4826], [-6.2430, 2.9598, -0.0733], [-4.9008, 1.9075, -0.4095], [-5.1821, 1.8884, 1.9791], [-2.7206, 2.7294, 0.7297], [-2.9172, 1.8012, 2.1910], [4.9316, 2.6467, -0.4696], [3.4174, 2.6571, -0.5434], [2.7862, 3.9679, -1.0721], [2.6393, 3.6842, -2.4486], [2.5218, 2.3584, -2.6275], [2.0899, 1.8525, -3.6201], [2.9569, 1.7229, -1.5426], [5.3642, 3.0329, -1.3969], [5.3411, 1.6976, -0.1391], [5.2259, 3.4453, 0.2198], [2.9972, 2.3141, 0.4021], [3.4606, 4.8119, -0.9538], [1.8337, 4.0747, -0.5482], [1.8271, 5.1067, 2.3445], [0.3254, 5.0515, 2.5161], [-0.1860, 6.1104, 3.5391], [-1.2403, 6.7791, 2.8688], [-1.3178, 6.3351, 1.5919], [-2.0908, 6.7327, 0.7856], [-0.3428, 5.4616, 1.3387], [2.2254, 6.0995, 2.1275], [2.1856, 4.3654, 1.6282], [2.3471, 4.8111, 3.2611], [0.0899, 4.0331, 2.8278], [0.6132, 6.7954, 3.8250], [-0.5862, 5.6210, 4.4264], [6.0155, -2.0523, 2.3233], [4.8062, -1.6810, 1.5143], [3.5110, -2.5208, 1.6651], [2.4835, -1.5403, 1.7316], [3.0137, -0.3072, 1.9572], [2.3623, 0.6688, 2.1173], [4.3437, -0.4175, 2.0214], [6.7616, -1.2664, 2.2553], [6.3780, -2.9852, 1.8831], [5.7051, -2.2274, 3.3523], [4.9890, -1.5350, 0.4452], [3.5645, -3.1632, 2.5462], [3.3465, -3.1052, 0.7627], [-2.4827, -0.8719, 0.7572], [-0.5473, -0.9143, 0.5161], [-0.0959, 0.2964, -0.2647], [-0.2435, 1.8793, 0.8662], [-0.3557, -1.8973, 0.0839], [-0.0914, -1.0211, 1.4959], [-0.6100, 0.4624, -1.2069], [0.9716, 0.2492, -0.4802]]}